Model P:
2 unconnected molecules or ions with the total composition CH5N4O2. Source: the Open Molecules 2025 dataset; level of theory: ωB97M-V with the def2-TZVPD basis set.

The value obtained for the HOMO energy (spin up / spin down) is -14.245 / -12.037 eV. The value obtained for the HOMO-LUMO gap (spin up / spin down) is 10.5 / 6.2 eV.

```
! wB97M-V def2-TZVPD RIJCOSX def2/J DEFGRID3
* xyz 1 1
C -0.779 0.058 0.146
N 4.004 -0.137 -0.294
N -1.895 0.236 -0.534
N -0.582 -1.089 0.904
N 0.251 0.892 0.010
O 2.939 -0.136 -0.683
O 1.339 0.595 0.628
H -2.671 -0.480 -0.743
H -1.945 1.168 -1.025
H -1.256 -1.706 0.451
H 0.295 -1.302 1.372
H 0.301 1.900 -0.231
*
```

In elementary charge units, the Löwdin charges are: number 1, C, carries -0.39; number 2, N, carries 0.20; number 3, N, carries 0.19; number 4, N, carries 0.22; number 5, N, carries -0.01; number 6, O, carries 0.02; number 7, O, carries -0.05; number 8, H, carries 0.19; number 9, H, carries 0.17; number 10, H, carries 0.13; number 11, H, carries 0.13; number 12, H, carries 0.20


Model Q:
2 unconnected molecules or ions with the total composition CH5N4O2. Source: the Open Molecules 2025 dataset; level of theory: ωB97M-V with the def2-TZVPD basis set.

The value obtained for the HOMO energy is -14.797 eV. The value obtained for the HOMO-LUMO gap is 10.8 eV.

```
! wB97M-V def2-TZVPD RIJCOSX def2/J DEFGRID3
* xyz 1 1
C 0.503 -0.276 -1.997
N -1.434 0.489 1.271
N 1.431 -0.615 -1.219
N -0.460 -0.014 0.718
N -0.290 0.256 -2.664
O 0.619 -0.424 1.410
O -1.287 0.761 2.626
H 2.212 -0.996 -1.760
H 1.269 -0.997 -0.345
H -1.142 0.520 -3.043
H 0.579 -0.174 2.308
H -1.999 1.471 2.695
*
```

In elementary charge units, the Löwdin charges are: number 1, C, carries -0.15; number 2, N, carries -0.02; number 3, N, carries 0.25; number 4, N, carries -0.08; number 5, N, carries 0.39; number 6, O, carries 0.01; number 7, O, carries -0.02; number 8, H, carries 0.18; number 9, H, carries 0.07; number 10, H, carries 0.12; number 11, H, carries 0.08; number 12, H, carries 0.15


Last place for stability: model P


Model P:
20 unconnected molecules or ions with the total composition H41O20. Source: the Open Molecules 2025 dataset; level of theory: ωB97M-V with the def2-TZVPD basis set.

The value obtained for the HOMO energy is -13.106 eV. The value obtained for the HOMO-LUMO gap is 10.4 eV.

```
! wB97M-V def2-TZVPD RIJCOSX def2/J DEFGRID3
* xyz 1 1
O -1.713 -1.812 0.189
H -1.489 -2.691 0.538
O 2.244 1.241 0.255
H 2.444 1.136 -0.690
H 3.140 1.471 0.554
O -2.106 1.941 3.962
H -1.156 2.021 4.035
H -2.249 0.995 3.982
O 2.965 -0.007 -2.103
H 3.658 0.228 -2.736
H 2.462 -0.673 -2.589
O 4.739 1.042 1.698
H 0.409 -1.441 0.316
H 5.484 1.622 1.523
O 1.300 -1.428 0.679
H 0.358 -4.295 -2.620
H 1.297 -0.955 1.515
O 0.104 -3.763 -1.866
H 0.095 -4.314 -1.080
H 3.974 3.906 -0.723
O -4.770 0.084 -1.408
H -4.324 -0.762 -1.376
H -4.895 0.370 -2.316
O -4.229 2.430 -0.069
H -3.939 2.710 -1.002
H 4.163 1.534 2.294
O -1.814 -0.958 -2.380
H -0.972 -0.471 -2.443
H -1.516 -1.558 -3.089
O 0.072 1.640 1.843
H 0.319 2.464 2.267
H 0.805 1.411 1.231
O 3.084 -1.562 3.990
H 2.696 -1.940 4.787
H 3.440 -2.343 3.552
O 3.467 -3.872 -0.789
H 3.147 -3.746 0.112
H 2.721 -3.493 -1.266
O -0.970 3.080 -4.006
H -0.769 3.724 -4.684
H -0.271 2.463 -3.782
O -2.085 1.206 0.464
H -1.565 1.536 1.222
H -1.893 0.339 0.106
O -2.680 3.127 -2.079
H -2.457 2.687 -2.924
H -2.159 2.708 -1.381
O -2.305 -4.007 1.616
H -2.310 -4.658 0.910
H -3.142 -3.538 1.630
O 3.101 3.747 -0.353
H -3.302 2.103 0.235
H 2.773 4.610 -0.082
O 0.107 -2.902 4.278
H -0.134 -3.037 3.364
H 0.679 -2.137 4.196
O 0.438 1.221 -2.350
H 0.495 0.971 -1.430
H 1.357 0.991 -2.602
H -1.768 -1.924 -0.779
H -4.557 1.528 -0.347
*
```

In elementary charge units, the Löwdin charges are: number 1, O, carries -0.08; number 2, H, carries 0.01; number 3, O, carries -0.09; number 4, H, carries 0.01; number 5, H, carries 0.02; number 6, O, carries -0.04; number 7, H, carries 0.02; number 8, H, carries 0.04; number 9, O, carries -0.03; number 10, H, carries 0.09; number 11, H, carries 0.07; number 12, O, carries -0.04; number 13, H, carries -0.01; number 14, H, carries 0.05; number 15, O, carries -0.05; number 16, H, carries 0.05; number 17, H, carries 0.02; number 18, O, carries -0.04; number 19, H, carries 0.04; number 20, H, carries 0.04; number 21, O, carries -0.01; number 22, H, carries 0.05; number 23, H, carries 0.07; number 24, O, carries 0.18; number 25, H, carries 0.11; number 26, H, carries 0.05; number 27, O, carries -0.06; number 28, H, carries 0.03; number 29, H, carries 0.07; number 30, O, carries -0.06; number 31, H, carries 0.06; number 32, H, carries 0.01; number 33, O, carries -0.05; number 34, H, carries 0.03; number 35, H, carries 0.05; number 36, O, carries -0.06; number 37, H, carries 0.03; number 38, H, carries 0.00; number 39, O, carries -0.04; number 40, H, carries 0.06; number 41, H, carries 0.01; number 42, O, carries -0.02; number 43, H, carries 0.04; number 44, H, carries 0.04; number 45, O, carries -0.04; number 46, H, carries 0.05; number 47, H, carries 0.04; number 48, O, carries -0.03; number 49, H, carries 0.06; number 50, H, carries 0.06; number 51, O, carries -0.04; number 52, H, carries 0.08; number 53, H, carries 0.05; number 54, O, carries -0.04; number 55, H, carries 0.01; number 56, H, carries 0.00; number 57, O, carries -0.04; number 58, H, carries 0.03; number 59, H, carries 0.04; number 60, H, carries 0.01; number 61, H, carries 0.11


Model Q:
20 unconnected molecules or ions with the total composition H41O20. Source: the Open Molecules 2025 dataset; level of theory: ωB97M-V with the def2-TZVPD basis set.

The value obtained for the HOMO energy is -11.728 eV. The value obtained for the HOMO-LUMO gap is 8.9 eV.

```
! wB97M-V def2-TZVPD RIJCOSX def2/J DEFGRID3
* xyz 1 1
O 1.850 -1.489 2.608
H 2.070 3.960 -4.159
O -0.511 0.104 -3.157
H 0.078 0.651 -3.864
H -1.151 0.737 -2.882
O -2.443 -3.342 -0.345
H -3.233 -3.480 0.226
H -2.406 -2.446 0.009
O -0.950 -4.580 -2.194
H -1.880 -4.278 -2.236
H 4.498 -0.287 1.304
O -4.216 -0.273 0.414
H -0.743 2.915 -1.329
H -0.790 -4.127 -1.400
O -1.254 2.923 -2.177
H 4.755 2.556 0.948
H -1.357 3.812 -2.245
O 4.510 2.485 1.849
H 3.717 0.945 1.809
H -3.197 -2.488 -4.332
O 2.993 3.959 -0.672
H 3.777 4.561 -0.818
H 2.680 3.902 -1.519
O -0.030 0.106 3.210
H -0.627 0.169 2.364
H -5.166 -0.307 0.695
O 1.013 2.144 1.280
H 1.831 2.147 0.825
H 0.793 3.112 1.072
O -0.495 4.321 1.638
H -0.343 5.234 1.179
H 4.448 3.238 2.406
O 2.155 -3.938 -2.610
H 2.875 -3.724 -3.192
H 1.418 -3.825 -3.219
O -0.336 -2.438 -3.854
H -0.422 -1.462 -3.727
H -1.009 -2.837 -3.315
O 1.714 4.038 -3.296
H 1.342 -0.678 2.982
H 0.980 3.516 -3.328
O 3.717 0.049 1.831
H -1.397 4.131 1.693
H 2.154 -1.177 1.612
O 0.938 -1.129 0.010
H 0.637 -1.955 0.100
H 1.408 -1.051 -0.866
O -0.036 3.018 4.573
H -0.496 3.679 4.927
H -0.048 3.111 3.605
O -3.152 -2.757 -3.367
H 2.519 -1.426 3.286
H -3.705 -2.184 -2.959
O -4.808 -0.264 3.156
H -4.895 -0.670 3.976
H -5.183 0.525 2.921
O -0.416 -3.918 1.222
H -0.765 -4.092 2.106
H -1.077 -4.140 0.601
H -3.899 0.528 0.351
H -0.119 1.047 3.456
*
```

In elementary charge units, the Löwdin charges are: number 1, O, carries 0.15; number 2, H, carries 0.05; number 3, O, carries -0.08; number 4, H, carries 0.15; number 5, H, carries 0.00; number 6, O, carries -0.05; number 7, H, carries 0.10; number 8, H, carries 0.06; number 9, O, carries -0.04; number 10, H, carries 0.02; number 11, H, carries 0.12; number 12, O, carries 0.00; number 13, H, carries 0.07; number 14, H, carries -0.03; number 15, O, carries -0.01; number 16, H, carries 0.04; number 17, H, carries -0.01; number 18, O, carries 0.00; number 19, H, carries -0.08; number 20, H, carries 0.11; number 21, O, carries -0.04; number 22, H, carries 0.09; number 23, H, carries -0.07; number 24, O, carries -0.06; number 25, H, carries 0.14; number 26, H, carries 0.08; number 27, O, carries -0.07; number 28, H, carries -0.02; number 29, H, carries 0.03; number 30, O, carries -0.06; number 31, H, carries 0.14; number 32, H, carries 0.06; number 33, O, carries -0.06; number 34, H, carries 0.02; number 35, H, carries 0.00; number 36, O, carries -0.09; number 37, H, carries -0.02; number 38, H, carries -0.04; number 39, O, carries 0.02; number 40, H, carries 0.10; number 41, H, carries -0.03; number 42, O, carries -0.02; number 43, H, carries 0.02; number 44, H, carries 0.18; number 45, O, carries 0.00; number 46, H, carries -0.05; number 47, H, carries 0.10; number 48, O, carries 0.01; number 49, H, carries -0.03; number 50, H, carries 0.02; number 51, O, carries -0.02; number 52, H, carries 0.13; number 53, H, carries -0.02; number 54, O, carries 0.01; number 55, H, carries 0.02; number 56, H, carries -0.01; number 57, O, carries -0.04; number 58, H, carries 0.05; number 59, H, carries -0.04; number 60, H, carries -0.07; number 61, H, carries 0.03


Last place for stability: model Q